[1]
ORCA calculation (wB97M-V/def2-TZVPD) on a single C8H18NO3P molecule.

Last column: Mulliken charge in e.
Element x y z (Å)
C 4.2296 -1.4525 -0.1674  -1.29
C 2.9438 -0.9528 -0.8593  -0.45
C -2.3031 0.1955 -0.4852  -0.21
C 2.0800 -0.1069 0.0972  -1.18
C -1.7795 1.0284 0.5894  -0.82
C -3.8410 0.2035 -0.6392  -0.88
C 0.5849 -0.0097 -0.3155  0.20
C -0.2939 0.7792 0.9217  -0.62
N 0.1304 -1.3558 -0.6225  1.06
O 0.1811 -1.7753 -1.7500  -0.59
O -0.0453 -2.0955 0.3208  -0.59
O -4.3189 -0.1388 0.6640  -0.52
P 0.5952 2.5546 1.3172  -0.07
H 4.0231 -2.3413 0.4765  0.29
H 4.8810 -1.8909 -0.9660  0.37
H 4.5928 -0.6259 0.4398  0.36
H 2.4805 -1.7945 -1.2719  0.39
H 3.1050 -0.3474 -1.7116  0.39
H -2.0334 -0.8470 -0.3623  0.25
H -1.9052 0.4779 -1.5083  0.28
H 2.1217 -0.4465 1.1273  0.41
H 2.5033 0.9293 0.1653  0.45
H -2.4085 0.8370 1.4840  0.23
H -2.2048 2.0319 0.3908  0.35
H -4.2029 1.0945 -1.0048  0.41
H -4.0915 -0.5813 -1.3791  0.38
H 0.5136 0.6239 -1.2594  0.26
H -0.1768 0.3040 1.8462  0.75
H -5.1961 -0.4636 0.7687  0.30
H 0.2538 2.7288 2.7066  0.06
H -0.4190 3.4372 0.9873  0.04

Highest occupied orbital energy, eV: -9.31
Total charge: 0
Kohn-Sham gap, eV: 9.6
SMILES: CCC[C@H]([C@@H](P)CCCO)[N+](=O)[O-]

[2]
ORCA calculation (wB97M-V/def2-TZVPD) on 2 unconnected molecules or ions with the total composition C5H4O2.

Last column: Mulliken charge in e.
Element x y z (Å)
O -0.1033 2.7448 -0.1994  -0.17
C -0.3022 2.0346 -1.0619  0.14
O -0.9328 0.3980 0.5955  -0.33
C 0.1905 -0.0099 1.2716  -0.29
C 0.8974 -0.8777 0.5309  -0.24
C 0.1853 -1.0327 -0.6954  -0.33
C -0.9342 -0.2799 -0.6525  -0.36
H 0.4144 0.2814 2.2982  0.38
H 1.7889 -1.3585 0.8991  0.40
H 0.4934 -1.6680 -1.5025  0.42
H -1.6973 -0.2322 -1.4836  0.37

Highest occupied orbital energy, eV: -8.92
Total charge: 0
Kohn-Sham gap, eV: 10.0

[3]
ORCA calculation (wB97M-V/def2-TZVPD) on a molecular structure, C34H29N5ORuS.

Last column: Löwdin spin population.
Element x y z (Å)
Ru 0.0072 -0.2092 -0.5914  0.03
C 2.2001 -3.9845 -0.9943  0.00
C 1.9343 -2.6082 -0.9170  0.00
N 0.7128 -2.1319 -0.8291  0.00
C -0.3637 -2.9969 -0.8165  0.00
C -0.1666 -4.3911 -0.7981  0.00
C 1.1622 -4.8634 -0.9111  0.00
C -1.2772 -5.2530 -0.6510  0.00
C -2.5182 -4.7045 -0.5157  0.00
C -2.7302 -3.3139 -0.5885  0.00
C -1.6869 -2.4295 -0.8037  0.00
N -1.7400 -1.0621 -0.9581  0.00
C -2.8285 -0.2277 -1.0422  0.00
C -4.1457 -0.5812 -1.2584  0.00
C -5.1629 0.3850 -1.3801  0.00
C -4.8836 1.7145 -1.3278  0.00
C -3.5410 2.1255 -1.1701  0.00
C -3.1710 3.4862 -1.2324  0.00
C -1.8586 3.8339 -1.1709  0.00
C -0.9003 2.8266 -0.9848  0.00
N -1.1979 1.5506 -0.8613  0.00
C -2.5192 1.1681 -0.9944  0.00
H 3.2221 -4.3235 -1.0852  0.00
H 2.7358 -1.8830 -0.8881  0.00
H 1.3363 -5.9326 -0.9280  0.00
H -1.1255 -6.3239 -0.6311  0.00
H -3.3759 -5.3469 -0.3628  0.00
H -3.7359 -2.9538 -0.4532  0.00
H -4.4182 -1.6134 -1.3966  0.00
H -6.1796 0.0509 -1.5399  0.00
H -5.6583 2.4611 -1.4401  0.00
H -3.9446 4.2336 -1.3595  0.00
H -1.5348 4.8618 -1.2518  0.00
H 0.1388 3.0959 -0.9248  0.00
C 1.3919 2.2575 1.9610  0.04
C 1.9179 3.0465 0.8088  0.24
C 2.0447 4.4286 0.8546  0.01
C 2.4601 5.1937 -0.2217  0.27
C 2.7879 4.5524 -1.4529  0.02
C 3.2114 5.1853 -2.6354  0.07
C 3.4950 4.4458 -3.7657  0.00
C 3.3803 3.0525 -3.7793  0.09
C 2.9719 2.4190 -2.6210  0.00
S 2.7343 0.7186 -2.3201  -0.01
C 2.6769 3.1635 -1.4876  0.04
N 2.2513 2.4197 -0.3910  0.06
H 1.1359 2.9453 2.7631  0.00
H 2.1232 1.5372 2.3286  0.01
H 0.5020 1.6934 1.6710  0.01
H 1.7887 4.9106 1.7880  -0.01
H 2.5388 6.2683 -0.1314  0.02
H 3.3131 6.2625 -2.6445  0.00
H 3.8192 4.9524 -4.6647  0.00
H 3.6100 2.4849 -4.6703  0.00
O 2.0290 0.1772 0.2096  0.06
C 2.1617 1.0525 -0.6584  0.06
C 1.3946 -3.2301 2.9761  0.00
C 0.1606 -2.3934 3.3458  0.00
C -1.0781 -3.2901 3.4731  0.00
C 0.4046 -1.5971 4.6347  0.00
C -0.0765 -1.4495 2.2412  0.00
N -0.2934 -0.7608 1.3536  0.00
H 1.6130 -3.9116 3.7983  0.00
H 2.2654 -2.5959 2.8085  0.00
H 1.2115 -3.8178 2.0742  0.00
H -0.9050 -4.0139 4.2697  0.00
H -1.2638 -3.8304 2.5434  0.00
H -1.9638 -2.7057 3.7208  0.00
H 0.5756 -2.2967 5.4529  0.00
H -0.4568 -0.9779 4.8845  0.00
H 1.2814 -0.9562 4.5404  0.00

Highest occupied orbital energy (alpha / beta), eV: -8.81 / -9.29
Expectation value of S²: 0.794
Total charge: +1
Kohn-Sham gap (alpha / beta), eV: 5.8 / 6.1
2S+1: 2

[4]
ORCA calculation (wB97M-V/def2-TZVPD) on a molecular structure, C32H54N2O3P2V.

Last column: Löwdin spin population.
Element x y z (Å)
V 0.3275 0.0896 -0.4736  1.92
C 0.1469 2.0534 0.2400  0.01
C -0.9845 1.7155 -0.5905  0.01
C -0.9560 0.2717 1.2279  0.00
C 0.1661 1.1467 1.3544  0.00
C -1.6522 0.6018 0.0194  0.00
C 1.0785 3.2071 0.1081  0.01
H 0.8979 3.7609 -0.8176  0.00
H 2.1284 2.8803 0.1409  0.00
H 0.9374 3.8941 0.9565  0.00
C 1.1034 1.2031 2.5066  0.00
H 2.1050 1.5009 2.1754  0.00
H 1.1642 0.2207 2.9896  0.00
H 0.7474 1.9348 3.2498  0.00
C -1.4669 -0.6812 2.2429  0.00
H -2.3420 -0.2651 2.7713  0.00
H -0.6912 -0.9119 2.9797  0.00
H -1.7771 -1.6223 1.7734  0.00
C -2.9757 0.0250 -0.3533  0.00
H -3.7429 0.3884 0.3479  0.00
H -2.9747 -1.0711 -0.2803  0.00
H -3.2689 0.3138 -1.3672  0.00
C -1.5895 2.5351 -1.6754  0.01
H -2.5496 2.9484 -1.3325  0.00
H -1.8080 1.9361 -2.5716  0.00
H -0.9375 3.3708 -1.9493  0.00
C 3.8974 -0.3326 -4.7793  0.00
C 3.5228 0.9611 -4.8452  0.00
C 2.9038 1.5843 -6.0570  0.00
C 1.7759 0.7467 -6.7135  0.00
C 0.9125 -0.0438 -5.7754  0.00
C 1.0944 -1.3603 -5.5556  0.00
C 2.3498 -2.1321 -5.8774  0.00
C 3.6922 -1.3328 -5.8760  0.00
H 3.6809 1.7739 -6.8195  0.00
H 2.2233 0.0864 -7.4699  0.00
H 2.5044 2.5773 -5.8051  0.00
H 3.8470 -0.8790 -6.8644  0.00
H 4.5099 -0.6937 -3.9401  0.00
H 3.8362 1.6831 -4.0870  0.00
H 4.4906 -2.0859 -5.7590  0.00
H 2.4543 -2.9636 -5.1604  0.00
H 0.2499 -1.9705 -5.2134  0.00
H 2.2590 -2.6172 -6.8662  0.00
H 1.1254 1.4464 -7.2653  0.00
H -0.0122 0.4607 -5.4665  0.00
P 1.9466 0.5319 -2.1655  0.01
P -0.6108 -1.7744 -1.9323  0.00
C 2.0602 -1.1907 -2.7812  0.02
C 1.0235 -2.3122 -2.5536  0.01
H 3.0563 -1.5745 -2.5126  0.00
H 2.0844 -0.9730 -3.8482  0.00
H 0.8375 -2.8522 -3.4940  0.00
H 1.4468 -3.0417 -1.8435  0.00
C -1.2083 -3.2326 -1.0464  0.00
H -2.0357 -2.9588 -0.3812  0.00
H -0.3902 -3.6491 -0.4428  0.00
H -1.5463 -3.9746 -1.7817  0.00
C -1.7446 -1.4415 -3.3151  0.00
H -1.6282 -2.2135 -4.0876  0.00
H -1.5500 -0.4506 -3.7520  0.00
H -2.7762 -1.4617 -2.9344  0.00
C 3.5914 0.9441 -1.5701  -0.01
H 3.5401 1.8553 -0.9619  0.00
H 4.2928 1.0936 -2.3949  0.00
H 3.9309 0.1054 -0.9454  0.00
C 1.0989 1.7486 -3.2051  0.01
H 0.0389 1.4852 -3.3170  0.00
H 1.5246 1.7932 -4.2054  0.00
H 1.1711 2.7470 -2.7528  0.00
C 1.3534 -6.0962 4.3650  0.00
C 0.9336 -4.7549 3.7893  0.00
C 2.0849 -3.7359 3.5956  0.00
C 2.9662 -3.5821 4.8610  0.00
C 2.1808 -3.3050 6.1234  0.00
C 3.0028 -4.1762 2.4565  0.00
O 3.6328 -5.2257 2.4408  0.00
N 3.1349 -3.2902 1.4045  0.00
C 2.2765 -2.2405 1.1074  0.00
O 2.4405 -1.6407 0.0150  0.00
N 1.3345 -1.9193 1.9868  0.01
C 1.4182 -2.3867 3.2436  0.00
O 0.8724 -1.7272 4.1689  0.00
H 2.2659 -6.4484 3.8729  0.00
H 0.5499 -6.8133 4.1682  0.00
H 1.5132 -6.0548 5.4484  0.00
H 0.4777 -4.9131 2.7990  0.00
H 0.1698 -4.2761 4.4208  0.00
H 3.5716 -4.4906 4.9687  0.00
H 3.6593 -2.7506 4.6636  0.00
H 1.6990 -4.2112 6.5037  0.00
H 2.8594 -2.9157 6.8847  0.00
H 1.4207 -2.5481 5.9027  0.00
H 3.7604 -3.5618 0.6536  0.00

Highest occupied orbital energy (alpha / beta), eV: -10.97 / -10.98
Expectation value of S²: 2.030
Total charge: +1
Kohn-Sham gap (alpha / beta), eV: 7.1 / 7.7
2S+1: 3

[5]
ORCA calculation (wB97M-V/def2-TZVPD) on 12 unconnected molecules or ions with the total composition C7H37NO11.

Last column: Mulliken charge in e.
Element x y z (Å)
C -1.7084 1.7625 0.8227  -1.27
C -0.2101 1.4027 0.9442  0.89
C 0.0852 1.6575 2.5041  -1.06
C 1.5000 2.1917 2.9158  -1.00
C 2.5988 1.2759 2.3367  0.08
C 2.4077 -0.0609 3.0052  -0.28
C 2.6180 -1.2023 2.3629  -0.82
N 0.0169 -0.0119 0.4907  0.08
H -1.9779 2.5477 1.5431  0.49
H -2.0296 2.1169 -0.1474  0.26
H -2.2643 0.9065 1.2161  0.23
H 0.5745 1.9255 0.3980  -0.23
H -0.5818 2.4754 2.7651  0.44
H -0.2611 0.7708 3.0459  0.37
H 1.5925 3.1925 2.4935  0.40
H 1.5801 2.3168 3.9964  0.45
H 2.6076 1.2751 1.2587  -0.27
H 3.6712 1.5201 2.4725  0.42
H 2.0101 -0.2031 4.0174  0.30
H 2.5703 -2.1518 2.8729  0.29
H 2.8982 -1.3266 1.3277  0.26
H 0.1734 -0.5845 1.3085  -0.02
H -0.7598 -0.2803 -0.0961  0.07
H -0.8890 -3.2632 0.7738  0.25
H -0.3100 -3.1263 2.0535  0.31
O -0.1043 -2.8375 1.1515  -0.55
H -0.0854 -0.9659 -4.4238  0.27
H 0.8493 -0.5918 -3.3317  0.32
O -0.0739 -0.9015 -3.4613  -0.58
H -4.8742 1.2929 -0.8466  0.26
H -3.6326 0.3982 -1.1868  0.32
O -4.1514 0.7827 -0.4703  -0.55
H -2.3788 0.1461 -2.8692  0.33
H -1.8551 1.5314 -2.7536  0.43
O -2.6938 1.0394 -2.7286  -0.72
H -4.5551 -1.5585 0.8490  0.30
H -4.6586 -2.0392 -0.7320  0.28
O -4.2341 -2.1019 0.1128  -0.59
H 2.2424 2.2028 -0.3672  0.24
H 2.7100 3.3382 -1.2910  0.36
O 2.9829 2.7659 -0.5696  -0.61
H 3.1466 -2.9311 -1.2979  0.32
H 3.4250 -1.9996 -2.5471  0.30
O 3.8095 -2.4959 -1.8295  -0.63
H 1.9953 0.8944 -2.3336  0.38
H 1.9173 1.2999 -3.8599  0.32
O 2.2591 0.6655 -3.2323  -0.67
H -0.7759 -2.6292 -2.7608  0.42
H -1.7410 -2.0144 -1.7591  0.21
O -1.4391 -2.8684 -2.0920  -0.64
H -0.1252 0.9509 -2.0871  0.24
H -0.0992 2.2335 -1.4091  0.38
O -0.0453 1.8923 -2.3164  -0.78
H -1.8253 -2.1907 4.1757  0.26
H -1.6958 -1.4114 2.7559  0.31
O -1.2490 -1.8400 3.4993  -0.59

Highest occupied orbital energy, eV: -9.21
Total charge: 0
Kohn-Sham gap, eV: 9.2
SMILES: C=CCCC[C@H](C)N.O.O.O.O.O.O.O.O.O.O.O

Question: Look up the total charge of the third one.
Answer: +1

Question: Look up the total charge of the fourth one.
Answer: +1

Question: Look up the total charge of the first one.
Answer: 0